Entry 1:
DFT (ωB97M-V/def2-TZVPD) results for 13 unconnected molecules or ions with the total composition C21H30Cl36O5S3 at a distorted geometry.

As for the LUMO energy: 0.0 eV. The calculation puts the HOMO-LUMO gap at 9.194 eV. Its strongest force on any atom is 6.08 eV/Å. The value obtained for the HOMO energy is -9.22 eV.

Geometry (Å):
Cl1 1.34218 2.64615 -6.07801
Cl2 -0.38945 -4.55456 4.27347
Cl3 0.02234 -2.33924 6.11914
Cl4 1.75397 4.86146 -4.23235
Cl5 4.53538 -6.61289 9.22795
Cl6 -0.63438 11.01217 -4.70445
Cl7 -8.68529 2.99019 -3.48981
Cl8 1.69462 -6.07365 8.87760
Cl9 -7.41692 5.71243 1.68788
Cl10 -8.56520 -3.75988 6.16589
Cl11 -5.84453 2.45095 -3.13946
Cl12 0.51031 -1.80994 9.59984
Cl13 -4.42766 9.27808 -2.75333
Cl14 1.74807 -2.63556 3.79158
Cl15 3.47970 4.56514 -6.55990
Cl16 -6.50478 -3.06234 -1.16132
Cl17 -7.34021 3.98034 -0.65258
Cl18 -7.62599 -6.06437 4.65227
Cl19 4.01535 -0.14600 -3.29609
Cl20 -6.62131 6.79225 -0.89755
Cl21 -2.69603 10.92173 -6.75995
Cl22 3.37347 -6.60324 6.55709
Cl23 -4.37863 0.44608 -1.07433
Cl24 2.85050 -3.03317 8.37064
Cl25 -4.45534 2.17818 1.26613
Cl26 -5.83880 -4.52232 1.26946
Cl27 2.98211 -2.07430 11.11777
Cl28 -3.65973 3.25799 -1.31930
Cl29 -6.50141 -1.68942 1.40748
Cl30 -4.53769 11.30924 -0.66861
Cl31 -6.82056 -3.37826 3.86500
Cl32 -2.80606 12.95289 -4.67522
Cl33 2.51327 2.18274 -2.39913
Cl34 -2.36600 9.36852 -0.69784
Cl35 5.25847 2.48789 -3.32349
Cl36 -7.00644 2.46060 -5.81032
S1 4.48611 -0.35186 0.05959
S2 1.81934 -3.97809 0.24475
S3 -0.30195 -1.27481 0.10586
O1 3.91737 -4.16710 -2.32207
O2 -0.72024 0.14231 0.59387
O3 0.38656 -1.13725 -1.45942
O4 1.12644 -1.54950 1.00500
O5 -1.44320 -2.32027 0.12474
C1 -4.08009 9.64152 -1.05429
C2 5.79113 -5.05113 -0.91192
C3 0.11009 -2.86158 4.42824
C4 3.43161 -3.09290 -3.20165
C5 -7.22379 -4.43729 5.22718
C6 7.11892 0.30676 -1.13153
C7 1.84172 4.33912 -5.92324
C8 2.09136 -2.10384 -0.00172
C9 1.88037 -2.63867 -2.78924
C10 6.01567 -0.90220 -0.90489
C11 3.09192 -6.97554 8.26641
C12 -3.63223 1.83431 -0.26478
C13 3.63280 -1.92654 0.60901
C14 -5.74306 -2.96203 0.43535
C15 -2.34846 11.28517 -5.06090
C16 1.94853 -2.80661 9.87888
C17 3.74464 1.58977 -3.52686
C18 1.81522 -1.58821 -1.53309
C19 -6.59382 5.36856 0.15697
C20 5.38274 -4.29510 -2.34727
C21 -7.28799 2.08830 -4.10100
H1 5.96879 -3.29083 -2.48008
H2 1.62396 -3.78707 10.23665
H3 0.74710 -4.25262 -0.63889
H4 5.62765 -1.19328 -1.98504
H5 -2.59005 1.58679 -0.04745
H6 -7.50175 1.02012 -4.01187
H7 3.38368 1.74952 -4.54609
H8 3.34125 -3.49412 -4.32036
H9 2.35958 -0.61221 -1.87987
H10 2.87816 -8.04372 8.35554
H11 1.15599 4.95555 -6.51014
H12 1.23030 -3.60472 -2.66781
H13 8.03768 -0.16583 -1.71040
H14 6.62040 1.06357 -1.90538
H15 -0.57564 -2.24515 3.84135
H16 -6.34904 -4.50865 5.87861
H17 5.70655 -5.03493 -3.19449
H18 5.84875 -6.21729 -1.13687
H19 1.47496 -2.06063 -3.75108
H20 7.47233 0.82023 -0.14048
H21 -4.67314 8.96848 -0.42984
H22 4.22721 -2.87429 0.19951
H23 -4.68864 -2.70874 0.29860
H24 6.85419 -4.65996 -0.59760
H25 -5.55163 5.12104 0.37431
H26 3.54252 -1.91833 1.77837
H27 4.97575 -4.90289 -0.07754
H28 4.08862 -2.12492 -3.21643
H29 -2.94151 10.61213 -4.43645
H30 6.49097 -1.86832 -0.43689

---

Entry 2:
DFT (ωB97M-V/def2-TZVPD) results for a molecular structure, C21H30Cl3NO2PbSb.

As for the LUMO energy: -2.9 eV. The calculation puts the HOMO-LUMO gap at 8.086 eV. Its total charge is +1. Its strongest force on any atom is 0.17 eV/Å. The value obtained for the HOMO energy is -10.95 eV.

Geometry (Å):
Pb1 1.70712 -0.14525 1.60054
Sb1 -0.67216 1.25740 0.14609
Cl1 -4.26926 -4.58850 2.33320
Cl2 -0.25007 -3.68767 -1.13527
Cl3 -0.19761 -1.34069 3.71463
O1 0.86938 -2.07741 1.02021
O2 1.59218 -0.62125 -1.04300
N1 3.85473 -0.94044 0.35374
C1 -3.08000 -0.64085 0.01286
C2 -2.16760 -4.06163 0.72305
C3 -1.92708 2.67418 1.18864
C4 -2.27238 2.10779 2.56511
C5 4.91329 -1.16938 1.14029
C6 -0.29674 -2.61487 1.33597
C7 6.26344 -1.74510 -0.72563
C8 -1.98404 -0.10233 -0.90116
C9 3.97797 -1.10363 -0.96114
C10 2.76268 -0.80451 -1.81333
C11 0.23817 2.39007 -1.44933
C12 -0.96440 -3.45010 0.42917
C13 -2.75617 -3.84007 1.95801
C14 -2.55430 0.49610 -2.18129
C15 -2.15235 -3.01012 2.88700
C16 5.17292 -1.51004 -1.54018
C17 6.13545 -1.57192 0.64655
C18 -3.17785 3.11344 0.43614
C19 -0.94969 -2.41646 2.55572
C20 -0.59359 3.56319 -1.94822
C21 1.62338 2.85001 -0.99593
H1 -1.77773 0.82801 -2.87089
H2 -0.74968 4.30287 -1.16015
H3 -1.30638 -0.92027 -1.16163
H4 -2.84332 2.84039 3.14030
H5 2.26045 2.01218 -0.69753
H6 -3.87571 2.28714 0.29942
H7 -3.81568 0.12758 0.25328
H8 -3.21451 1.33961 -1.97368
H9 6.96368 -1.74766 1.31740
H10 1.55947 3.54217 -0.15214
H11 -1.26308 3.53533 1.31210
H12 7.20511 -2.06423 -1.15166
H13 -1.38323 1.85164 3.14481
H14 -1.56679 3.25738 -2.32956
H15 1.24236 -1.48771 -0.74965
H16 2.92896 0.12098 -2.36880
H17 -2.95947 3.53988 -0.54151
H18 2.61941 -1.60384 -2.54378
H19 4.76326 -1.02628 2.20504
H20 2.13525 3.37763 -1.80474
H21 5.23670 -1.64142 -2.61247
H22 -3.69813 3.87763 1.01962
H23 -2.88806 1.20910 2.48113
H24 -2.61047 -2.82816 3.84840
H25 -0.06433 4.06697 -2.76140
H26 -2.69046 -1.04455 0.94871
H27 -2.64570 -4.69905 -0.00700
H28 -3.61273 -1.44996 -0.49321
H29 -3.14914 -0.26083 -2.69984
H30 0.35453 1.64748 -2.24304

---

Entry 3:
DFT (ωB97M-V/def2-TZVPD) results for a molecular structure, C21H30N2O9PS2V at a distorted geometry.

As for the LUMO energy (alpha / beta): -4.2 / -3.7 eV. The multiplicity is 2. The expectation value of S² is 0.77. The calculation puts the HOMO-LUMO gap (alpha / beta) at 6.781 / 7.241 eV. Its total charge is +1. Its strongest force on any atom is 1.80 eV/Å. The value obtained for the HOMO energy (alpha / beta) is -10.99 / -10.99 eV.

Geometry (Å):
V1 0.90034 0.51560 0.22146
S1 -1.35286 3.66356 0.27309
S2 -0.39285 1.39474 -1.59342
P1 1.69815 -1.67919 -0.59875
O1 2.56338 -1.87135 -1.89053
O2 1.06962 -3.13031 -0.55924
O3 1.03343 2.43654 0.95771
O4 2.66191 -1.61656 0.68004
O5 2.48769 1.01582 -0.49564
O6 -0.13629 0.07047 1.47959
O7 4.75901 2.65103 -1.81479
O8 1.83752 5.40929 0.85500
O9 4.39435 5.42772 -0.68722
N1 -2.29298 3.12170 -2.02727
N2 -0.57397 -1.70153 -2.71272
C1 -0.56673 -0.03792 2.86174
C2 -1.29407 -1.36567 3.00585
C3 -1.70736 -3.76920 -2.10369
C4 -1.38176 2.71452 -1.15813
C5 -3.54327 -3.73251 -0.54330
C6 0.27728 -3.53632 0.57212
C7 2.02387 3.03933 0.39055
C8 -2.85409 4.57177 -0.23579
C9 2.84259 2.29770 -0.40217
C10 3.13784 -0.82130 -2.69793
C11 3.91963 3.02884 -1.04321
C12 -2.49223 -1.67452 -1.22557
C13 -3.45690 -2.34898 -0.49345
C14 -1.49177 1.14385 3.10966
C15 3.76368 -2.52889 0.90142
C16 2.40492 4.46647 0.38336
C17 -2.66694 -4.43483 -1.35812
C18 -1.60393 -2.38209 -2.03737
C19 0.69106 0.03447 3.71192
C20 -2.98676 4.37494 -1.74040
C21 3.70375 4.47959 -0.49199
H1 3.56081 -1.32254 -3.56281
H2 -2.71483 5.61807 0.02308
H3 -2.35603 2.67506 -2.93093
H4 -1.78801 -1.40176 3.97810
H5 -2.73473 -5.51275 -1.42151
H6 -1.03023 -4.32602 -2.74014
H7 -2.05240 -1.47614 2.23190
H8 1.36821 -0.78449 3.46526
H9 -2.42377 -0.59509 -1.17549
H10 -0.09920 -2.28737 -3.38676
H11 4.69092 -2.01810 0.65245
H12 1.20115 0.98615 3.56171
H13 0.00889 -4.57317 0.39688
H14 -0.96208 2.07865 2.93633
H15 3.65016 -3.42125 0.28692
H16 -0.62744 -2.93358 0.63627
H17 0.86470 -3.45441 1.48818
H18 -2.51717 5.18647 -2.30044
H19 0.42643 -0.05097 4.76687
H20 3.90985 -0.28953 -2.14685
H21 -2.36132 1.09401 2.45388
H22 -4.02912 4.28964 -2.04244
H23 -1.83857 1.12627 4.14353
H24 -0.88243 -0.85045 -3.16021
H25 -0.59852 -2.20078 2.95290
H26 2.36187 -0.12318 -3.01013
H27 -4.29631 -4.25576 0.02887
H28 -4.15000 -1.78626 0.11978
H29 -3.71207 4.18051 0.30774
H30 3.75596 -2.79802 1.95424

---

Number 2 is which compound? C21H30Cl3NO2PbSb